83
Properties=species:S:1:pos:R:3:forces:R:3:lowdin_charge:R:1 method="wB97M-V/def2-TZVPD" e_above_lowest_kj_mol=104.8 largest_force_ev_per_a=2.84 e_lumo_ev=0.33 total_charge=0 homo_lumo_gap_ev=7.39 homo_ev=-7.053
Mg 0.04609 -0.37964 1.00823 -0.31 0.02 0.27 0.563
C 1.41110 -0.68763 -2.02769 0.43 -0.77 0.29 -0.007
C 2.23658 0.16603 -1.06141 -1.23 -0.86 -0.58 -0.266
C 3.55553 0.49194 -1.37958 -1.96 -0.46 -0.75 -0.019
C 4.14725 1.44530 -0.65659 1.50 0.92 1.02 -0.055
C 3.55088 1.98273 0.48711 0.59 0.17 0.27 -0.126
C 2.29790 1.53469 0.80278 -0.69 -0.04 0.20 -0.423
N 1.61748 0.64333 0.01694 0.65 0.72 0.30 0.055
Sb 1.44625 2.74238 2.39835 -0.42 0.30 -0.54 1.537
C 0.05333 3.57248 0.89664 -0.45 0.02 0.78 -0.411
C 0.30343 4.67193 0.06832 0.08 -0.56 0.21 -0.108
C -0.68762 5.03048 -0.85423 0.28 -1.11 0.59 -0.071
C -1.87158 4.28413 -0.89691 2.27 0.50 0.79 -0.042
C -2.01765 3.21257 -0.02134 -0.06 1.11 1.02 -0.348
C -3.31169 2.53694 -0.01296 -2.38 -0.85 -0.21 -0.048
N -1.12219 2.90614 0.91913 0.97 0.08 -0.90 0.084
C -0.13801 1.61971 3.36433 -0.09 -0.43 -1.00 -0.424
C -0.71257 2.25385 4.42732 0.14 1.30 0.32 -0.129
C -1.75653 1.61067 5.10565 0.27 0.26 0.68 -0.063
C -2.16816 0.37408 4.71705 0.72 -0.87 -1.05 -0.005
C -1.51773 -0.21408 3.59349 -1.64 -0.05 0.38 -0.295
C -1.96731 -1.54680 3.07907 -2.17 0.23 1.64 0.003
N -0.60464 0.41622 2.90953 0.78 1.43 -0.07 0.029
H 1.92427 -1.63346 -2.30469 -0.19 0.25 0.79 0.101
H 0.39269 -0.92109 -1.64699 0.77 0.35 -0.41 0.057
H 1.38841 -0.23556 -3.01280 -0.39 0.72 -0.05 0.078
H 3.91233 0.10533 -2.30695 0.65 -0.22 -0.31 0.119
H 5.12877 1.75476 -0.94067 0.58 0.33 -0.06 0.110
H 4.09080 2.70055 1.14988 -0.54 -0.66 -0.76 0.104
H 1.27344 5.19118 0.13129 -0.62 -0.24 -0.15 0.100
H -0.41966 5.78728 -1.56071 -0.42 0.51 -0.32 0.097
H -2.63176 4.55280 -1.56485 -0.98 0.13 -0.93 0.097
H -3.46101 1.62780 0.57778 0.81 0.13 -0.01 0.077
H -4.17936 3.17177 0.27927 0.79 0.11 -0.06 0.096
H -3.54009 2.27712 -1.04198 -0.15 -0.28 -0.27 0.074
H -0.40483 3.31821 4.66548 -0.31 -1.54 0.04 0.112
H -2.15128 2.03471 6.01351 -0.33 0.36 -0.01 0.107
H -2.96493 -0.19441 5.17859 0.08 0.20 0.24 0.116
H -3.09960 -1.62925 3.14547 1.31 0.09 0.05 0.119
H -1.73588 -1.71451 2.07732 0.55 -0.20 -1.64 0.022
H -1.54970 -2.34057 3.67758 0.19 -0.35 0.25 0.095
O 3.48574 0.17168 3.51193 -0.28 -0.28 -0.23 0.005
C 4.11751 -1.00837 3.29035 1.25 1.38 1.18 -0.271
C 5.46066 -1.09793 3.72477 -0.09 0.36 0.07 -0.018
C 6.22201 -2.22127 3.47178 -0.22 -0.28 0.60 -0.077
C 5.56418 -3.33384 2.89750 1.09 1.13 -0.20 -0.104
C 4.26158 -3.21320 2.49995 0.25 -1.71 -0.38 -0.047
C 3.50791 -2.06003 2.67641 -0.68 -1.26 -1.28 -0.095
C 2.18244 -1.89098 2.03578 -0.04 -2.02 -1.76 -0.384
O 1.48404 -0.90437 2.42140 -0.38 0.61 0.07 -0.120
N 1.79741 -2.73485 1.03455 1.55 0.90 2.20 0.082
N 0.59098 -2.32375 0.55798 -0.60 -0.05 -0.73 -0.075
C -0.03251 -3.13178 -0.21794 -0.51 -0.54 0.62 -0.089
C -1.35422 -2.92076 -0.78522 -0.26 0.64 -0.25 -0.144
C -1.89483 -4.01133 -1.49287 0.68 0.68 0.65 -0.064
C -3.17301 -3.95883 -1.97269 -0.86 -1.18 -0.83 -0.134
C -3.90219 -2.79033 -1.88225 1.21 1.94 1.11 -0.108
C -3.37949 -1.62041 -1.27930 0.35 -1.60 0.16 -0.012
C -2.09017 -1.67959 -0.64848 -0.03 0.18 -0.65 -0.355
O -1.56760 -0.62495 -0.06690 -0.28 -0.37 -0.09 -0.174
H 2.57349 -0.01421 3.13697 0.16 0.22 0.36 0.036
H 5.84650 -0.22844 4.26447 0.02 -0.29 -0.30 0.117
H 7.27560 -2.26073 3.81431 -0.79 -0.03 -0.40 0.110
H 6.12091 -4.19489 2.56995 0.10 -0.31 0.34 0.092
H 3.90813 -4.13965 2.02819 -0.62 0.85 -0.01 0.118
H 0.32830 -4.15917 -0.33397 0.45 0.27 -0.12 0.125
H -1.23396 -4.86193 -1.64057 -0.35 -0.14 0.09 0.108
H -3.64795 -4.84220 -2.42834 0.41 0.48 0.11 0.105
H -4.86595 -2.69299 -2.29597 -1.08 -0.22 -0.47 0.085
H -4.00272 -0.72788 -1.24285 0.39 -0.05 0.08 0.105
N -0.33618 3.18031 -3.46956 0.42 0.27 0.04 0.181
C -0.94228 2.40377 -4.05527 -1.15 -0.44 -0.54 -0.155
C -1.76065 1.39174 -4.71466 0.18 -0.12 -0.09 -0.221
C -1.86944 0.17579 -4.06534 -0.05 -0.81 0.41 -0.036
C -2.49210 -0.94163 -4.63268 0.95 1.57 -1.15 -0.038
C -2.97718 -0.79606 -5.94212 0.74 0.75 1.55 -0.049
C -2.89186 0.43454 -6.61095 0.37 -0.56 1.78 -0.066
C -2.32283 1.53207 -5.99398 0.22 0.80 0.65 -0.033
H -1.43620 0.06467 -3.08823 0.20 0.03 0.33 0.098
H -2.33553 -1.88622 -4.14498 -0.65 -0.30 0.16 0.098
H -3.40830 -1.66547 -6.33653 -0.57 -0.87 -1.14 0.087
H -3.22283 0.51742 -7.58990 -0.80 0.17 -1.63 0.082
H -2.35016 2.54592 -6.40452 0.20 -0.56 -0.34 0.121

***

89
Properties=species:S:1:pos:R:3:forces:R:3:lowdin_charge:R:1 method="wB97M-V/def2-TZVPD" e_above_lowest_kj_mol=0.0 largest_force_ev_per_a=1.19 e_lumo_ev=-0.01 total_charge=0 homo_lumo_gap_ev=6.21 homo_ev=-6.225
K -0.07404 0.37122 -0.16917 1.05 0.07 -0.55 0.692
N -0.64871 -0.03856 -4.97180 0.04 -0.04 0.09 0.107
C -0.72799 -1.41164 -4.90422 0.01 0.17 -0.10 -0.099
C -0.37615 -1.72704 -3.62932 -0.03 -0.04 0.05 -0.130
N -0.07958 -0.59197 -2.91857 0.03 0.03 0.10 0.092
C -0.25626 0.40946 -3.74290 -0.09 0.02 -0.18 -0.265
C -0.12642 1.82197 -3.39498 0.11 0.02 0.11 -0.283
N 0.13001 2.28084 -2.19214 -0.29 -0.07 -0.17 0.070
C 0.10172 3.64465 -2.29592 0.14 0.04 -0.03 -0.161
C -0.15175 4.01913 -3.58041 0.00 0.04 0.05 -0.087
N -0.29418 2.84507 -4.27909 -0.03 -0.04 -0.05 0.104
H -0.85816 0.51061 -5.78545 -0.02 -0.01 0.01 0.147
H -1.02438 -2.01451 -5.74405 0.00 0.02 0.04 0.059
H -0.34313 -2.70306 -3.17282 0.00 0.00 -0.01 0.100
H 0.28637 4.27512 -1.44224 -0.01 0.01 0.00 0.104
H -0.23972 4.98092 -4.05295 0.00 0.00 0.00 0.110
H -0.49500 2.78118 -5.26052 0.01 -0.01 0.00 0.147
O -0.13655 -0.88633 2.06722 -0.02 -0.14 0.35 -0.217
C -0.95203 -0.28976 3.06738 -0.04 0.01 0.02 -0.256
C -0.07167 0.48012 4.03692 -0.02 0.00 0.00 -0.158
C 0.79544 1.58047 3.40583 0.01 0.01 0.02 -0.128
C -0.00298 2.68972 2.77967 -0.06 -0.01 0.06 -0.272
C -0.18168 3.91489 3.41723 -0.02 -0.01 -0.01 -0.020
C -0.97848 4.87584 2.81819 0.01 -0.01 0.01 -0.068
C -1.58999 4.58264 1.60945 -0.01 0.02 -0.04 -0.062
C -1.35850 3.33937 1.04252 -0.07 -0.05 0.08 -0.133
N -0.57442 2.42167 1.60354 0.05 0.12 0.04 0.075
H -0.71765 -1.36747 1.44142 -0.01 -0.05 0.11 0.010
H -1.49074 -1.06315 3.62696 -0.01 0.01 0.00 0.124
H -1.69382 0.37022 2.60636 0.01 -0.01 -0.01 0.110
H 0.59167 -0.22800 4.54096 0.01 0.01 -0.01 0.106
H -0.71524 0.91998 4.80502 0.00 -0.01 0.00 0.120
H 1.43168 1.13298 2.64385 0.02 -0.01 -0.03 0.087
H 1.44971 1.99455 4.17607 0.01 0.00 -0.01 0.115
H 0.29777 4.10334 4.36916 0.00 0.00 0.00 0.111
H -1.12911 5.83720 3.29309 0.00 0.00 0.00 0.105
H -2.23767 5.29531 1.11722 0.00 0.00 0.00 0.102
H -1.84313 3.03822 0.11929 0.04 0.03 -0.03 0.104
Br -2.24388 -4.63320 -5.76193 -0.01 -0.12 0.01 0.734
C -3.53534 -4.51842 -4.36992 0.05 -0.34 0.08 -0.681
C -3.85710 -5.64966 -3.63413 -0.09 0.15 -0.02 -0.121
C -4.80684 -5.54532 -2.62388 0.05 0.12 -0.12 -0.044
C -5.39244 -4.31804 -2.32505 -0.03 -0.19 0.15 -0.291
C -5.07183 -3.20569 -3.10306 -0.16 0.04 0.22 -0.018
C -4.14821 -3.30644 -4.12290 0.03 0.21 -0.08 -0.125
N -6.43739 -4.28886 -1.33546 0.03 0.65 0.09 0.053
N -6.49817 -3.37009 -0.47441 0.25 -0.59 -0.33 0.062
C -5.40519 -2.51518 -0.22785 -0.21 0.09 0.00 -0.281
C -5.70881 -1.17657 -0.02205 0.12 0.02 -0.04 -0.042
C -4.73251 -0.19580 0.04538 -0.05 -0.07 -0.09 -0.018
C -3.35415 -0.51018 -0.05205 -0.03 0.06 0.08 -0.390
O -2.43302 0.34309 -0.10261 -0.84 0.05 0.08 -0.188
C -3.03559 -1.94684 -0.02719 0.12 0.02 0.03 -0.122
N -1.73126 -2.27880 0.13898 0.06 0.05 0.02 0.096
C -1.38941 -3.54510 0.19855 0.07 0.03 0.05 -0.127
C -2.31992 -4.58967 0.13684 -0.04 -0.02 0.00 -0.040
C -3.64149 -4.27581 -0.00455 0.00 0.06 0.02 -0.012
C -4.04512 -2.92478 -0.12201 -0.05 -0.28 -0.11 -0.108
H -3.38390 -6.59637 -3.85369 0.00 -0.01 0.00 0.099
H -5.09963 -6.41403 -2.04797 0.03 -0.03 -0.02 0.115
H -5.53786 -2.25202 -2.89940 -0.03 0.03 0.04 0.122
H -3.89662 -2.43736 -4.71642 -0.01 -0.01 0.01 0.098
H -6.75748 -0.90423 0.01213 -0.02 0.01 0.00 0.110
H -5.00535 0.84762 0.13717 0.01 0.00 0.01 0.102
H -0.33479 -3.75937 0.34658 -0.01 0.00 0.00 0.091
H -1.99199 -5.61643 0.23156 -0.01 0.00 0.01 0.104
H -4.38641 -5.05793 0.00399 -0.04 -0.01 0.00 0.108
Br 3.61737 2.66025 -2.64260 0.02 0.00 0.00 0.744
C 4.04135 1.77372 -1.00990 -0.02 0.01 -0.01 -0.739
C 5.35302 1.82868 -0.56067 0.00 0.00 0.01 -0.117
C 5.64488 1.16547 0.61849 0.01 0.00 -0.02 -0.062
C 4.63294 0.48531 1.27910 -0.01 0.01 0.01 -0.057
C 3.36203 0.50478 0.73210 0.02 0.03 0.03 -0.158
N 3.06125 1.14910 -0.40020 -0.02 -0.07 -0.01 0.053
H 6.10428 2.36630 -1.11924 0.00 0.00 0.00 0.096
H 6.65357 1.17605 1.01089 0.00 0.00 0.00 0.110
H 4.81647 -0.05934 2.19469 0.00 0.00 0.00 0.090
H 2.55208 -0.03804 1.20279 0.01 0.01 0.01 0.046
Br 2.73317 -2.52813 2.86752 0.01 -0.02 0.00 0.781
C 2.39324 -3.16916 1.10824 -0.05 -0.03 -0.05 -0.729
C 2.55507 -4.52642 0.86143 -0.01 -0.01 0.01 -0.113
C 2.34338 -4.96330 -0.43449 0.00 0.00 0.01 -0.065
C 1.99448 -4.04198 -1.41228 0.00 0.00 -0.01 -0.059
C 1.85373 -2.71513 -1.04564 -0.03 0.00 0.01 -0.126
N 2.03788 -2.28482 0.20603 0.07 0.05 0.02 0.055
H 2.84017 -5.20014 1.65562 0.00 0.00 0.00 0.098
H 2.45640 -6.01183 -0.67779 0.00 0.00 0.00 0.111
H 1.83091 -4.34450 -2.43754 0.00 0.00 0.00 0.107
H 1.57296 -1.95465 -1.76439 0.01 -0.01 -0.01 0.085